[1]
This record from OMol25 describes C20H43O2P3Ru as an isolated structure at a distorted geometry. The level of theory is ωB97M-V/def2-TZVPD.

Geometry as XYZ:
```
69
Properties=species:S:1:pos:R:3
Ru 0.599 0.101 0.877
P 2.126 0.936 2.282
P -0.406 1.906 -0.023
P 1.921 -0.551 -0.776
H -1.480 -1.511 1.511
C -0.512 -1.721 1.024
C 0.645 -1.819 1.886
H 0.468 -1.736 2.964
C 1.395 1.136 3.940
C 2.777 2.573 1.828
C 3.607 -0.070 2.628
C -1.845 1.128 -0.821
C -1.088 2.953 1.293
C 0.289 3.086 -1.216
C 2.753 -2.171 -0.615
C 3.311 0.507 -1.322
C 0.992 -0.791 -2.332
H -0.565 -2.307 0.096
H 1.466 -2.481 1.600
H 1.199 0.140 4.359
H 0.443 1.680 3.870
H 2.093 1.682 4.593
H 1.957 3.299 1.755
H 3.290 2.509 0.859
H 3.492 2.907 2.593
H 3.293 -1.040 3.036
H 4.236 0.444 3.370
H 4.188 -0.233 1.710
H -2.479 1.876 -1.316
H -2.424 0.600 -0.050
H -1.506 0.398 -1.567
H -1.656 3.796 0.871
H -0.273 3.344 1.915
H -1.739 2.337 1.934
H -0.447 3.866 -1.460
H 0.581 2.576 -2.142
H 1.178 3.568 -0.789
H 3.341 -2.358 -1.524
H 2.004 -2.965 -0.505
H 3.425 -2.169 0.252
H 3.765 0.074 -2.226
H 4.076 0.549 -0.535
H 2.953 1.518 -1.557
H 1.632 -1.309 -3.061
H 0.674 0.170 -2.756
H 0.114 -1.418 -2.125
C -2.050 -0.955 -5.077
C -3.154 -1.199 -5.924
C -3.456 -2.527 -6.241
C -2.655 -3.579 -5.768
C -1.480 -3.298 -5.051
C -1.140 -1.973 -4.765
O -1.853 0.229 -4.401
H -2.556 0.862 -4.628
H -3.748 -0.366 -6.288
H -4.324 -2.750 -6.865
H -2.931 -4.616 -5.965
H -0.817 -4.097 -4.707
H -0.216 -1.709 -4.245
C -1.819 -1.078 4.657
C -2.169 0.210 3.969
C -2.977 1.205 4.768
O -1.799 0.451 2.807
H -2.546 -1.271 5.454
H -0.819 -1.001 5.106
H -1.822 -1.895 3.928
H -2.351 2.065 5.047
H -3.833 1.551 4.175
H -3.346 0.735 5.686
```

Properties
energy above the lowest of the compared OMol25 structures with the same formula, charge and spin = 4.3 kcal/mol
⟨S²⟩ = 8.7785
charge = +3
gap between HOMO and LUMO (alpha / beta) = 7.5353 / 5.2407 eV
multiplicity = 6

=====

[2]
This record from OMol25 describes a 7-piece molecular cluster, C20H44BF10N4O8 overall at a distorted geometry. The level of theory is ωB97M-V/def2-TZVPD.

Geometry as XYZ:
```
87
Properties=species:S:1:pos:R:3
C -1.161 -2.894 -2.510
C -2.303 -3.897 -2.461
O -3.243 -3.946 -3.285
N -2.193 -4.894 -1.240
H -2.675 -5.780 -1.272
H -1.220 -5.065 -1.028
C -2.759 -4.212 -0.038
H -0.255 -3.500 -2.517
H -1.282 -2.123 -1.749
H -0.950 -2.342 -3.426
H -2.307 -3.231 0.105
H -2.531 -4.708 0.906
H -3.838 -4.165 -0.181
C 0.001 1.565 3.313
C 1.037 0.665 3.886
O 1.407 0.765 5.041
N 1.811 -0.184 2.866
H 1.265 -0.241 2.018
H 2.703 0.231 2.639
C 1.916 -1.585 3.568
H -0.955 1.116 3.041
H 0.575 1.959 2.474
H -0.142 2.381 4.021
H 0.927 -2.003 3.757
H 2.540 -1.603 4.462
H 2.531 -2.179 2.893
C 1.912 0.082 -3.727
C 0.956 0.641 -4.765
O 1.147 0.661 -6.009
N -0.328 1.292 -4.212
H -1.138 0.847 -4.619
H -0.399 0.922 -3.275
C -0.277 2.770 -4.266
H 2.818 -0.273 -4.218
H 1.422 -0.808 -3.332
H 2.136 0.888 -3.029
H 0.710 3.115 -3.959
H -0.999 3.058 -3.502
H -0.526 3.173 -5.248
C -4.247 1.081 0.437
C -4.660 0.771 1.831
O -4.084 1.054 2.873
N -5.965 -0.096 2.006
H -6.725 0.407 1.570
H -5.957 -0.981 1.520
C -6.359 -0.460 3.447
H -3.370 1.721 0.539
H -5.010 1.639 -0.104
H -4.034 0.196 -0.163
H -7.204 -1.119 3.243
H -6.619 0.480 3.932
H -5.697 -1.201 3.895
C 0.940 -5.102 0.521
O 1.771 -4.842 -0.594
O 0.234 -6.248 0.155
C 1.789 -5.135 1.848
F 3.064 -4.624 1.805
F 1.180 -4.312 2.752
F 1.947 -6.355 2.460
C 2.116 -3.468 -0.786
C 2.600 -3.326 -2.227
H 3.648 -3.611 -2.314
H 1.916 -3.949 -2.803
H 2.561 -2.287 -2.555
H 2.883 -3.211 -0.055
H 1.363 -2.681 -0.738
H 0.269 -4.243 0.541
C 1.731 6.076 1.154
O 2.772 6.887 0.428
O 0.807 7.100 1.349
C 1.411 4.785 0.405
F 2.437 3.926 0.435
F 0.596 4.036 1.056
F 0.876 4.901 -0.864
C 4.098 6.375 0.390
C 5.067 7.536 0.052
H 4.501 8.457 0.193
H 5.843 7.407 0.807
H 5.578 7.421 -0.903
H 4.236 5.480 -0.217
H 4.392 5.861 1.305
H 2.132 5.822 2.135
B -0.258 0.251 -0.382
F -0.344 0.250 -1.793
F -0.721 1.525 0.152
F -0.906 -0.780 0.272
F 1.074 0.087 -0.132
```

Properties
charge = +1
gap between HOMO and LUMO = 2.2860 eV
multiplicity = 1

=====

[3]
This record from OMol25 describes C20H44BrGaO10PS4 as an isolated structure. The level of theory is ωB97M-V/def2-TZVPD.

Geometry as XYZ:
```
81
Properties=species:S:1:pos:R:3
C 3.055 1.940 -2.055
C 3.981 1.128 -2.966
C 3.551 -0.303 -3.335
C 3.314 -0.585 -4.824
O 1.993 -0.468 -5.257
Ga 1.118 1.158 -5.504
P -0.675 1.205 -3.862
O -0.153 -0.017 -2.838
Br -2.246 -0.019 -4.955
H 3.409 1.961 -1.020
H 2.057 1.507 -2.053
H 2.951 2.976 -2.386
H 4.965 1.076 -2.493
H 4.111 1.697 -3.891
H 2.614 -0.552 -2.824
H 4.308 -1.007 -2.974
H 3.988 0.075 -5.401
H 3.638 -1.613 -5.039
H 2.062 2.402 -5.127
H 0.478 1.240 -6.960
H -0.655 -0.820 -2.990
C 0.568 -3.431 0.733
C 0.331 -2.355 -0.330
C 0.780 -1.023 0.271
S 2.068 -1.420 1.460
O 1.605 -1.091 2.791
O 3.355 -0.928 1.037
C 1.975 -3.202 1.269
H 0.451 -4.438 0.332
H -0.158 -3.299 1.536
H 0.914 -2.568 -1.228
H -0.718 -2.298 -0.615
H 1.180 -0.343 -0.477
H -0.027 -0.540 0.818
H 2.177 -3.656 2.236
H 2.739 -3.497 0.549
C -3.542 1.984 1.951
C -2.918 2.618 0.699
C -2.309 1.494 -0.135
S -3.261 0.022 0.239
O -2.393 -0.920 0.913
O -4.013 -0.416 -0.904
C -4.344 0.777 1.462
H -4.164 2.689 2.500
H -2.752 1.640 2.623
H -3.694 3.128 0.124
H -2.144 3.344 0.926
H -2.353 1.650 -1.211
H -1.281 1.283 0.154
H -4.565 0.033 2.223
H -5.256 1.069 0.941
C -3.173 -5.869 4.878
C -3.198 -4.637 3.961
C -1.953 -4.702 3.071
S -1.551 -6.451 2.897
O -0.282 -6.711 3.528
O -1.783 -6.891 1.548
C -2.858 -7.054 3.973
H -4.120 -6.008 5.397
H -2.389 -5.761 5.630
H -4.095 -4.662 3.341
H -3.214 -3.707 4.527
H -2.113 -4.291 2.077
H -1.091 -4.225 3.534
H -2.486 -7.937 4.488
H -3.701 -7.316 3.334
C 1.980 6.993 0.041
C 2.660 5.749 -0.552
C 1.968 4.520 0.047
S 0.279 5.033 0.411
O 0.051 4.972 1.833
O -0.635 4.375 -0.483
C 0.480 6.748 -0.078
H 2.273 7.903 -0.481
H 2.254 7.105 1.092
H 2.542 5.746 -1.636
H 3.727 5.730 -0.337
H 1.912 3.671 -0.631
H 2.409 4.209 0.992
H -0.139 7.359 0.575
H 0.134 6.824 -1.108
```

Properties
charge = -1
gap between HOMO and LUMO = 5.9099 eV
multiplicity = 1

=====

[4]
This record from OMol25 describes C20H44ClN6O8PS2Ti as an isolated structure at a distorted geometry. The level of theory is ωB97M-V/def2-TZVPD.

Geometry as XYZ:
```
83
Properties=species:S:1:pos:R:3
Ti 0.333 0.082 0.551
O 3.037 0.032 2.376
Cl 2.458 1.346 2.183
O 3.497 2.365 2.177
O 1.927 1.328 0.694
O -0.039 -0.352 2.020
O 0.619 0.272 -1.566
N 1.779 -0.273 -1.908
C 2.499 0.350 -2.863
C 3.586 -0.253 -3.435
C 3.931 -1.539 -3.013
C 3.214 -2.135 -2.006
C 2.127 -1.488 -1.400
S 1.276 -2.104 -0.037
H 2.135 1.334 -3.111
H 4.156 0.274 -4.185
H 4.767 -2.056 -3.464
H 3.482 -3.110 -1.625
C -0.611 -1.561 -4.082
O -0.808 -1.838 -2.721
C -2.077 -1.431 -2.271
C -2.208 -1.663 -0.783
O -1.792 -0.542 0.015
C -2.783 -0.195 0.992
H -1.307 -2.127 -4.715
H 0.409 -1.849 -4.332
H -0.741 -0.491 -4.292
H -2.845 -2.025 -2.790
H -2.260 -0.371 -2.496
H -1.623 -2.541 -0.499
H -3.257 -1.849 -0.545
H -2.992 -1.058 1.626
H -3.689 0.144 0.479
H -2.374 0.598 1.605
C -0.630 3.013 -2.167
N 0.363 3.350 -1.147
C 1.487 4.108 -1.660
P -0.302 3.347 0.367
O -0.733 1.967 0.774
N -1.707 4.235 0.306
C -3.042 3.695 0.456
C -1.636 5.648 0.005
N 0.697 4.048 1.459
C 0.318 3.830 2.857
C 1.701 5.093 1.320
H -0.133 2.480 -2.977
H -1.127 3.904 -2.568
H -1.381 2.339 -1.757
H 1.734 3.713 -2.647
H 2.363 3.972 -1.030
H 1.276 5.178 -1.785
H -2.992 2.615 0.554
H -3.658 3.942 -0.417
H -3.536 4.103 1.345
H -0.597 5.977 -0.053
H -2.125 6.242 0.784
H -2.119 5.880 -0.951
H -0.288 2.932 2.957
H -0.240 4.689 3.246
H 1.224 3.700 3.451
H 1.784 5.454 0.303
H 2.673 4.716 1.646
H 1.422 5.946 1.948
C -2.680 -4.867 1.613
N -1.309 -4.488 1.342
C -0.714 -5.163 0.205
C -0.537 -3.924 2.349
S -1.075 -2.642 3.250
N 0.694 -4.473 2.542
C 1.763 -3.703 3.154
C 0.930 -5.898 2.437
H -2.752 -5.932 1.869
H -3.302 -4.690 0.731
H -3.060 -4.272 2.439
H -1.311 -4.938 -0.683
H -0.683 -6.254 0.313
H 0.293 -4.788 0.039
H 1.570 -2.641 3.037
H 2.703 -3.950 2.656
H 1.855 -3.928 4.221
H -0.011 -6.444 2.461
H 1.521 -6.213 3.300
H 1.478 -6.177 1.532
```

Properties
energy above the lowest of the compared OMol25 structures with the same formula, charge and spin = 45.0 kcal/mol
gap between HOMO and LUMO = 7.5482 eV
multiplicity = 1

=====

[5]
This record from OMol25 describes a 5-piece molecular cluster, C20H44F4NO10 overall. The level of theory is ωB97M-V/def2-TZVPD.

Geometry as XYZ:
```
79
Properties=species:S:1:pos:R:3
C 1.243 -2.253 1.663
N -0.111 -2.658 1.266
C -1.120 -2.099 2.129
F -0.824 -2.343 3.440
C -1.320 -0.574 1.875
O -1.410 -0.288 0.669
O -1.317 0.166 2.864
C -2.442 -2.865 1.879
F -3.386 -2.510 2.762
F -2.937 -2.682 0.646
F -2.264 -4.207 2.029
H 1.350 -2.143 2.733
H 1.582 -1.348 1.162
H 1.929 -3.042 1.363
H -0.303 -2.218 0.373
C -3.886 5.686 1.729
O -3.607 5.651 3.114
C -4.687 5.171 3.897
C -4.546 3.702 4.236
O -4.619 2.888 3.090
C -3.336 2.444 2.622
H -2.942 5.824 1.205
H -4.343 4.755 1.387
H -4.551 6.526 1.489
H -5.638 5.340 3.379
H -4.698 5.754 4.824
H -5.376 3.420 4.896
H -3.610 3.527 4.778
H -2.941 1.649 3.249
H -2.620 3.268 2.583
H -3.468 2.043 1.620
C 5.699 -6.612 2.635
O 5.574 -6.512 4.041
C 5.533 -5.173 4.510
C 4.122 -4.702 4.780
O 3.349 -4.636 3.598
C 2.477 -5.742 3.428
H 5.475 -7.641 2.358
H 5.003 -5.948 2.120
H 6.722 -6.376 2.321
H 6.019 -4.503 3.793
H 6.103 -5.139 5.444
H 4.166 -3.691 5.197
H 3.641 -5.350 5.520
H 1.616 -5.652 4.097
H 2.989 -6.690 3.617
H 2.119 -5.728 2.400
C -2.848 0.337 -2.891
O -1.669 0.952 -3.383
C -1.888 2.122 -4.147
C -1.688 3.372 -3.317
O -2.665 3.494 -2.305
C -2.235 3.012 -1.035
H -2.549 -0.374 -2.123
H -3.526 1.068 -2.447
H -3.367 -0.197 -3.697
H -2.889 2.123 -4.593
H -1.156 2.113 -4.963
H -1.780 4.251 -3.966
H -0.681 3.373 -2.886
H -1.540 3.721 -0.573
H -1.759 2.033 -1.105
H -3.114 2.923 -0.403
C 4.424 1.011 -6.271
O 3.801 0.716 -5.038
C 3.071 1.808 -4.497
C 1.589 1.695 -4.767
O 1.294 1.780 -6.156
C 1.055 0.519 -6.752
H 4.739 0.068 -6.715
H 3.741 1.515 -6.960
H 5.308 1.641 -6.118
H 3.456 2.755 -4.890
H 3.231 1.801 -3.415
H 1.081 2.530 -4.278
H 1.189 0.769 -4.346
H 0.068 0.138 -6.467
H 1.816 -0.212 -6.470
H 1.080 0.657 -7.833
```

Properties
charge = -1
gap between HOMO and LUMO = 7.4870 eV
multiplicity = 1

=====

[6]
This record from OMol25 describes a 5-piece molecular cluster, C20H44N6O9S overall at a distorted geometry. The level of theory is ωB97M-V/def2-TZVPD.

Geometry as XYZ:
```
80
Properties=species:S:1:pos:R:3
C -2.209 -5.792 2.238
C -0.683 -5.338 2.137
O 0.201 -6.053 2.669
N -0.223 -4.076 1.470
C -1.284 -3.054 1.817
C -0.764 -1.532 1.689
C -1.740 -0.613 2.612
C -3.239 -1.000 2.188
N -4.240 0.104 2.340
C -5.141 -0.116 3.466
O -4.877 0.463 4.556
O -6.269 -0.967 3.460
C -6.551 -1.487 2.149
S -7.675 -2.980 2.432
O -8.054 -2.976 3.905
O -6.883 -4.259 2.198
H -2.797 -5.153 2.996
H -2.312 -6.871 2.600
H -2.784 -5.703 1.253
H -0.325 -4.198 0.443
H -1.549 -3.209 2.918
H -2.171 -3.271 1.111
H -0.980 -1.226 0.598
H 0.334 -1.402 1.944
H -1.602 -0.993 3.695
H -1.491 0.505 2.534
H -3.211 -1.261 1.064
H -3.563 -1.881 2.837
H -3.780 1.006 2.553
H -7.135 -0.787 1.467
H -5.653 -1.898 1.587
H -8.820 -2.920 1.646
C 0.915 1.409 2.521
O -0.051 1.202 1.806
N 1.251 2.614 3.061
C 2.419 2.783 3.900
C 0.412 3.765 2.785
H 1.615 0.602 2.792
H 2.103 3.144 4.882
H 3.084 3.516 3.437
H 2.954 1.840 4.022
H -0.601 3.564 3.141
H 0.377 3.934 1.706
H 0.806 4.653 3.282
C -2.683 -0.963 -2.831
O -3.326 -1.197 -1.822
N -1.810 0.070 -2.985
C -1.080 0.284 -4.217
C -1.604 0.986 -1.879
H -2.765 -1.597 -3.728
H -0.008 0.239 -4.009
H -1.333 1.269 -4.616
H -1.332 -0.477 -4.958
H -1.239 0.426 -1.015
H -2.558 1.451 -1.618
H -0.881 1.758 -2.149
C 1.900 3.020 -1.021
O 1.209 2.857 -2.009
N 3.215 3.376 -1.025
C 3.969 3.548 0.200
C 3.881 3.590 -2.296
H 1.490 2.883 -0.007
H 4.343 4.574 0.246
H 4.810 2.850 0.200
H 3.344 3.355 1.074
H 3.365 4.385 -2.840
H 3.829 2.672 -2.885
H 4.923 3.868 -2.142
C 5.435 1.583 -4.888
O 6.069 2.615 -4.759
N 5.971 0.350 -5.107
C 5.147 -0.832 -5.250
C 7.412 0.218 -5.202
H 4.334 1.572 -4.833
H 5.415 -1.551 -4.471
H 5.325 -1.276 -6.233
H 4.088 -0.584 -5.157
H 7.866 0.567 -4.271
H 7.776 0.840 -6.023
H 7.690 -0.821 -5.378
```

Properties
gap between HOMO and LUMO = 9.4711 eV
multiplicity = 1